# 1
The following is a quantum chemistry calculation of a cluster of 3 separate species, C19H29BrNO13P3S in total at a distorted geometry, from the OMol25 dataset.

SMILES ... NCc1c(P(O)(O)=S)ccc2c1C(=O)C(CC(=O)Br)=CC2=O.COP(=O)(OC)OC.COP(=O)(OC)OC
Maximum force ... 8.28 eV/Å
DFT total energy ... -157024.52186 eV
Kohn-Sham gap ... 7.22 eV

Last column: Mulliken charge in e.
Element x y z (Å)
N -6.01004 1.23736 1.74190  -0.6258
C -5.33000 0.48919 0.67551  -0.7128
C -4.46938 -0.66619 1.19632  0.0349
C -3.08386 -0.76715 0.99884  0.8962
P -2.09385 0.51659 0.13548  0.5649
O -1.96203 0.22372 -1.44928  -0.4584
O -2.66997 2.01543 0.41539  -0.5014
S -0.31437 0.48676 0.91529  -0.3646
C -2.40634 -1.87848 1.48814  -0.5749
C -3.03151 -2.88292 2.19125  -1.2723
C -4.39620 -2.79113 2.41560  0.6010
C -5.10156 -1.69330 1.91614  0.6067
C -6.59699 -1.67820 2.22990  -0.1888
O -7.45476 -1.30235 1.46763  -0.5265
C -6.94606 -2.23437 3.60134  0.3159
C -8.07084 -1.53846 4.36455  -0.5758
C -7.69621 -1.16936 5.81900  0.3583
O -8.55170 -0.96364 6.61766  -0.4435
Br -5.83294 -0.97141 6.38964  -0.1462
C -6.27386 -3.27628 4.06693  -0.1508
C -5.15288 -3.83971 3.22199  -0.2513
O -4.86037 -5.01105 3.21068  -0.5378
H -5.88041 0.81356 2.65142  0.3140
H -6.99830 1.21407 1.52451  0.3265
H -6.10662 -0.00884 0.07214  0.3725
H -4.78468 1.12824 -0.02341  0.2816
H -1.05122 0.49615 -1.65724  0.3066
H -3.22005 2.29063 -0.33540  0.3530
H -1.33202 -1.96926 1.34119  0.3755
H -2.48674 -3.73338 2.59677  0.4567
H -9.02289 -2.07317 4.33498  0.3627
H -8.21003 -0.56163 3.87107  0.2853
H -6.54032 -3.69829 5.03646  0.5337
C 5.33520 4.70555 -0.44876  -0.6831
O 4.52434 4.19575 0.61636  -0.2983
P 4.45742 2.51926 0.75524  0.9643
O 3.66607 2.27363 -0.50002  -0.5759
O 3.49062 2.64871 2.04679  -0.3054
C 3.78559 3.59084 3.08279  -0.6779
O 4.73127 0.91159 1.13113  -0.3064
C 5.62548 0.19887 0.26141  -0.5363
H 5.33164 5.79192 -0.38399  0.2505
H 6.36252 4.35165 -0.35642  0.3193
H 4.92752 4.40669 -1.41502  0.2549
H 3.21304 4.50246 2.91184  0.2548
H 4.84744 3.83229 3.12466  0.3231
H 3.48194 3.15999 4.03517  0.2544
H 6.59474 0.69566 0.21382  0.3057
H 5.20259 0.11707 -0.74021  0.1555
H 5.76319 -0.79996 0.66978  0.2612
C 5.11874 -0.45626 -7.51300  -0.7197
O 5.37401 -1.33911 -6.41384  -0.2971
P 5.25737 -0.65845 -4.88599  1.0816
O 6.46147 0.23224 -4.92111  -0.6972
O 5.58183 -2.07812 -4.17528  -0.3584
C 4.99963 -3.28711 -4.67189  -0.6273
O 4.53757 -0.10107 -3.49239  -0.2268
C 3.99034 1.22892 -3.54567  -0.6452
H 5.17218 -1.03778 -8.43125  0.2524
H 4.12365 -0.01687 -7.43287  0.3043
H 5.86938 0.33386 -7.54952  0.3034
H 5.70697 -3.77784 -5.34065  0.2411
H 4.06704 -3.10201 -5.20389  0.3160
H 4.80155 -3.94527 -3.82756  0.2582
H 3.26053 1.30822 -4.35338  0.3813
H 4.78323 1.96321 -3.69004  0.3042
H 3.49289 1.42835 -2.59864  0.1542


# 2
The following is a quantum chemistry calculation of a structure of composition C21H39F6IrN5O5P2, from the OMol25 dataset.

Maximum force ... 0.78 eV/Å
DFT total energy ... -77823.55537 eV
⟨S²⟩ ... 8.77
Energy relative to the best compared isomer or geometry (same formula, charge and spin) ... 11.6 kcal/mol
Kohn-Sham gap (alpha / beta) ... 8.15 / 6.92 eV
Spin multiplicity ... 6

Last column: Löwdin spin population.
Element x y z (Å)
Ir -0.18642 1.43473 0.89859  2.6177
O 1.81474 2.83789 0.76791  0.0915
C 1.51095 4.14871 1.26009  0.0079
C 0.20125 4.66294 0.69877  0.0064
N -0.94561 3.79894 1.04490  0.1420
C -1.96407 3.78834 -0.04723  0.0305
C -1.35231 3.21382 -1.33356  0.0118
O -1.67973 3.68565 -2.40368  0.0152
O -0.51484 2.24628 -1.15093  0.1474
C -1.48780 4.05067 2.30439  0.3924
C -0.60766 2.99130 3.73887  0.1028
O -0.72575 3.67215 4.69465  0.1889
O -0.19087 1.98144 3.23749  0.1928
H 1.87986 2.87267 -0.19795  0.0010
H 1.48446 4.05577 2.34517  0.0012
H 2.31300 4.84220 0.99912  0.0020
H 0.02059 5.68411 1.04973  0.0025
H 0.27720 4.69952 -0.38843  -0.0001
H -2.80541 3.16734 0.26786  0.0022
H -2.31716 4.80275 -0.23624  0.0028
H -1.28640 5.02528 2.73916  0.0232
H -2.47842 3.63707 2.46537  0.0159
F -2.48008 1.32041 1.66481  0.0675
P -3.95551 1.16279 2.49016  0.0040
F -3.60173 -0.38173 2.71608  0.0013
F -3.14382 1.56830 3.82766  0.0026
F -4.64205 0.82486 1.08198  0.0018
F -5.32875 1.05411 3.27652  0.0000
F -4.18458 2.74963 2.19031  0.0024
N 0.39335 -0.24697 0.44329  0.6567
P 0.67754 -1.52792 -0.46677  0.1378
N 1.89519 -1.15762 -1.49540  0.0237
C 2.12532 0.24181 -1.90570  0.0054
C 2.78698 0.26822 -3.27404  0.0006
C 4.16009 -0.41493 -3.24072  0.0002
C 4.16962 -1.59490 -2.25270  0.0005
C 2.77252 -2.17206 -2.08618  0.0046
N 1.17637 -2.79165 0.45142  0.0220
C 2.18101 -2.51775 1.48364  0.0056
C 1.57060 -2.58240 2.87727  0.0013
C 0.88701 -3.93010 3.09432  0.0001
C -0.14250 -4.19256 1.99783  0.0001
C 0.49601 -4.07491 0.61790  0.0025
N -0.63000 -2.04547 -1.31167  0.0307
C -0.76864 -1.80691 -2.75358  0.0032
C -1.59657 -0.56395 -3.05150  0.0008
C -2.96690 -0.67815 -2.38890  0.0003
C -2.81564 -0.93700 -0.89323  0.0034
C -1.92870 -2.14239 -0.61994  0.0042
H 2.77127 0.73862 -1.16914  0.0009
H 1.17790 0.78018 -1.92921  0.0017
H 2.87466 1.30140 -3.61192  0.0000
H 2.12664 -0.23371 -3.98644  0.0000
H 4.92656 0.30710 -2.95252  0.0000
H 4.41913 -0.76052 -4.24301  0.0000
H 4.52025 -1.26721 -1.27070  0.0000
H 4.85140 -2.37678 -2.58901  0.0001
H 2.77810 -3.04421 -1.43360  0.0003
H 2.38947 -2.49987 -3.06170  0.0008
H 2.62177 -1.53767 1.29578  0.0023
H 2.97923 -3.26490 1.38768  0.0008
H 0.84342 -1.77105 2.97619  0.0011
H 2.35006 -2.42033 3.62467  0.0000
H 0.41075 -3.96175 4.07507  0.0000
H 1.64257 -4.72412 3.07925  0.0001
H -0.95463 -3.46619 2.08570  0.0000
H -0.58180 -5.18625 2.10836  0.0000
H -0.23402 -4.19331 -0.17918  0.0002
H 1.24604 -4.86766 0.49869  0.0011
H -1.26594 -2.68861 -3.17514  0.0017
H 0.22260 -1.74594 -3.20086  0.0000
H -1.69536 -0.44899 -4.13347  -0.0001
H -1.08097 0.32358 -2.67133  0.0003
H -3.52736 -1.49900 -2.85216  0.0002
H -3.54380 0.23372 -2.54913  0.0001
H -3.78511 -1.09179 -0.41954  0.0001
H -2.37667 -0.05815 -0.41560  0.0043
H -2.41723 -3.06135 -0.96598  0.0005
H -1.75461 -2.24554 0.45139  0.0017


# 3
The following is a quantum chemistry calculation of a cluster of 9 separate species, C26H72N2O11 in total at a distorted geometry, from the OMol25 dataset.

SMILES ... COCCNCCOC.COCCNCCOC.CCO.CCO.CCO.CCO.CCO.CCO.CCO
Maximum force ... 4.59 eV/Å
DFT total energy ... -53623.90531 eV
Energy relative to the best compared isomer or geometry (same formula, charge and spin) ... 67.7 kcal/mol
Kohn-Sham gap ... 9.14 eV

Last column: Mulliken charge in e.
Element x y z (Å)
C -2.20340 3.43136 0.06420  -0.5941
O -2.26099 4.61586 0.97304  -0.4107
C -3.59262 5.01745 1.17232  -0.6901
C -4.30715 5.54249 -0.08996  -0.7786
N -5.33945 4.63052 -0.66535  -0.1186
C -5.88031 5.08280 -1.93155  -0.5212
C -7.19437 5.89855 -1.90465  -0.6489
O -7.17958 6.73368 -0.72881  -0.2483
C -8.44673 7.39127 -0.51716  -0.8322
H -1.21318 2.98723 0.16583  0.2121
H -2.49365 3.63062 -0.96737  0.2264
H -2.83608 2.58175 0.32104  0.3323
H -3.57839 5.91868 1.78525  0.4041
H -4.23794 4.35623 1.75063  0.3463
H -3.53947 5.85803 -0.79650  0.4122
H -4.88608 6.41974 0.19878  0.4746
H -6.09842 4.49660 -0.01255  0.2392
H -5.96684 4.31749 -2.70285  0.2388
H -5.22298 5.85987 -2.32163  0.2932
H -7.94012 5.10494 -1.95071  0.3288
H -7.18799 6.54586 -2.78161  0.3939
H -9.31221 6.76572 -0.29874  0.2981
H -8.66185 7.97276 -1.41365  0.3357
H -8.26893 8.18914 0.20389  0.2648
C 0.33211 -5.18987 0.06267  -0.8145
O 1.65020 -4.96551 0.58074  -0.2869
C 2.70831 -5.50733 -0.29512  -0.4810
C 4.09683 -4.80273 -0.03587  -0.3733
N 5.25534 -5.65645 0.36529  -0.5782
C 5.70785 -6.49068 -0.74326  -0.6832
C 7.06609 -7.11631 -0.54512  -0.4805
O 7.97682 -6.09117 -0.14498  -0.3286
C 9.33408 -6.56649 0.01860  -0.7163
H 0.25203 -6.20809 -0.31801  0.3960
H 0.02259 -4.55387 -0.76668  0.3216
H -0.52708 -5.04780 0.71820  0.1612
H 2.42803 -5.18699 -1.29858  0.3665
H 2.75058 -6.59635 -0.27719  0.3462
H 3.98709 -4.20305 0.86769  0.2167
H 4.29449 -4.16211 -0.89532  0.4828
H 6.08702 -5.08501 0.32198  0.2853
H 5.61885 -5.91322 -1.66343  0.3558
H 5.02178 -7.28985 -1.02385  0.3595
H 7.27806 -7.37071 -1.58361  0.3241
H 7.09491 -8.07316 -0.02386  0.4144
H 9.29035 -7.65141 0.11418  0.3225
H 9.52231 -6.10676 0.98881  0.2545
H 10.06278 -6.11892 -0.65727  0.2216
C 2.09251 4.05772 -2.55973  -1.3121
C 0.87548 3.33260 -3.17721  0.2934
O -0.15326 4.02330 -2.70207  -0.4922
H 2.02994 5.06961 -2.96008  0.3689
H 2.96331 3.47689 -2.86379  0.3303
H 2.11470 4.20137 -1.47947  0.3038
H 0.85881 2.37778 -2.65170  -0.0571
H 0.89975 3.30099 -4.26648  0.3473
H -1.00204 3.70801 -3.02106  0.1891
C 3.50043 -0.27819 -1.07147  -0.4103
C 4.44947 0.43882 -1.96111  -0.5089
O 5.54490 -0.34711 -2.21741  -0.5271
H 3.24378 -1.25002 -1.49310  0.1903
H 2.59871 0.31585 -0.92277  0.0410
H 3.96205 -0.46821 -0.10251  0.3071
H 4.56379 1.39898 -1.45801  0.2861
H 4.02513 0.71789 -2.92555  0.2776
H 5.98277 -0.47235 -1.37231  0.3375
C -1.76176 -2.64176 3.10945  -0.7694
C -1.74859 -4.14319 3.44263  -0.2361
O -1.70623 -4.23314 4.85575  -0.5485
H -2.70005 -2.26472 3.51633  0.4639
H -1.86274 -2.54514 2.02845  0.1592
H -0.95946 -2.08047 3.58839  0.1684
H -0.79425 -4.44998 3.01459  0.0310
H -2.55957 -4.66777 2.93743  0.4135
H -1.56579 -5.13861 5.14212  0.3072
C -0.31162 1.83821 2.88199  -0.1623
C -1.21930 2.58527 3.89205  -0.3266
O -0.30031 3.00138 4.89167  -0.5598
H -0.90759 1.31473 2.13440  -0.0525
H 0.26682 1.08134 3.41175  0.1073
H 0.40225 2.57051 2.50486  0.3172
H -1.83957 1.82141 4.36095  0.2454
H -1.98711 3.29216 3.57762  0.1786
H -0.19252 3.95214 4.96944  0.3043
C 2.10726 -1.22421 3.72602  -0.6803
C 2.03454 -2.65892 3.27036  -0.1321
O 2.19855 -2.59689 1.85044  -0.3700
H 2.89713 -0.64724 3.24507  0.3434
H 2.15955 -1.16489 4.81315  0.4061
H 1.13496 -0.79322 3.48732  -0.2779
H 1.10694 -3.12925 3.59663  -0.0103
H 2.78898 -3.36461 3.61810  0.4727
H 2.48012 -3.49947 1.68413  -0.0836
C -4.31900 1.77315 -3.10418  -1.0805
C -2.86338 1.58196 -3.36947  0.7014
O -2.30398 2.51732 -4.26867  -0.5687
H -4.94195 1.56821 -3.97483  0.4648
H -4.66600 2.75718 -2.78895  -0.0082
H -4.66789 1.18307 -2.25673  0.3474
H -2.72099 0.53856 -3.65075  0.4568
H -2.36120 1.80550 -2.42822  -0.5288
H -2.61942 2.17466 -5.10812  0.3096
C -0.90522 -0.06181 -0.97115  -0.8409
C -0.19261 -1.29516 -0.51733  -0.2859
O 0.14934 -1.10130 0.81579  -0.0109
H -1.87510 -0.00226 -0.47731  0.3097
H -1.06282 -0.18142 -2.04305  0.3283
H -0.33648 0.86658 -0.91882  0.0316
H 0.67743 -1.50629 -1.13906  0.2362
H -0.93744 -2.08433 -0.61997  0.2591
H 0.77316 -1.74599 1.15761  0.1611


# 4
The following is a quantum chemistry calculation of a structure of composition C2H2BrClF2S at a distorted geometry, from the OMol25 dataset.

Maximum force ... 1.77 eV/Å
DFT total energy ... -100937.95425 eV
Energy relative to the best compared isomer or geometry (same formula, charge and spin) ... 26.8 kcal/mol
Kohn-Sham gap ... 8.38 eV

Last column: Mulliken charge in e.
Element x y z (Å)
C 2.23865 -0.32020 0.33045  -0.0432
C -1.11735 -0.27924 0.45170  0.2332
F -0.29122 -0.39800 -0.62288  -0.2214
F -1.92154 -1.33339 0.31710  -0.2059
S -2.00467 1.34801 0.25680  -0.2123
Cl 2.23709 -1.36529 -1.01361  -0.0152
Br 2.91445 1.28218 -0.11066  0.0416
H -0.49445 -0.28049 1.40687  0.2691
H -1.56096 1.34643 -1.01576  0.1542


# 5
The following is a quantum chemistry calculation of a cluster of 3 separate species, C30H55N3O5PS3 in total at a distorted geometry, from the OMol25 dataset.

Total charge ... +1
Maximum force ... 1.37 eV/Å
DFT total energy ... -88498.27604 eV
Kohn-Sham gap ... 4.76 eV

Last column: Mulliken charge in e.
Element x y z (Å)
C -7.43357 3.46563 -5.86001  -1.0888
C -6.91675 3.94465 -7.22231  -0.5760
C -5.38781 3.99541 -7.29892  -0.8717
C -4.70973 2.70517 -6.82730  -0.3201
C -3.35384 2.45819 -7.49837  -1.0756
C -2.31970 1.73591 -6.62172  -0.8245
C -2.39639 0.20272 -6.71029  -0.7145
C -3.28132 -0.40774 -5.62093  -0.9292
C -2.65466 -0.48830 -4.21218  -0.7431
C -1.12543 -0.45636 -4.15222  -0.4467
C -0.44613 -1.79257 -4.53074  -0.8279
C 0.56225 -2.29575 -3.47776  -0.7016
C 0.00098 -3.32867 -2.50470  -1.1251
C -1.11919 -2.85513 -1.58080  -0.5261
C -0.75568 -1.66095 -0.68811  0.2033
C -1.32699 -1.81076 0.72886  -1.1099
C -0.99885 -0.60052 1.61050  -1.0076
C 0.17996 -0.85178 2.58448  -0.8722
C 1.42107 0.00786 2.28826  -0.3098
S 2.79644 -0.94231 1.53955  -0.0968
C 3.93483 0.01325 2.31974  0.3975
P 5.72944 0.02682 2.01085  0.7797
O 6.06353 1.38242 1.59224  -0.6053
O 5.95751 -1.12116 0.95043  -0.4566
O 6.37096 -0.43512 3.38900  -0.4995
N 3.47115 0.82777 3.21981  0.1674
C 1.99797 0.89714 3.44323  -0.0368
S 1.50436 2.64891 3.20941  -0.0622
C 1.70525 0.42744 4.85457  -1.4376
S 2.65177 1.22127 6.17119  0.9786
O 3.71157 0.31833 6.50518  -0.6101
O 1.72218 1.68223 7.14784  -0.5176
H -6.79658 3.82852 -5.05148  0.2776
H -7.43784 2.37819 -5.80150  0.2776
H -8.44492 3.81959 -5.67206  0.3540
H -7.30385 3.28411 -8.00095  0.3221
H -7.32742 4.93558 -7.41729  0.3813
H -5.07036 4.84724 -6.69298  0.3086
H -5.11374 4.20411 -8.33512  0.3771
H -5.39793 1.87826 -7.02081  0.3732
H -4.59515 2.75566 -5.74243  0.3665
H -2.94778 3.42457 -7.80497  0.4705
H -3.51852 1.90236 -8.42325  0.3392
H -1.33093 2.08053 -6.92808  0.4465
H -2.47624 2.06277 -5.59069  0.3541
H -2.86218 -0.04098 -7.66766  0.5670
H -1.40450 -0.24601 -6.73951  0.2968
H -4.16504 0.23004 -5.54920  0.3832
H -3.65227 -1.37772 -5.95103  0.3324
H -2.96158 -1.44137 -3.77406  0.3728
H -3.05248 0.28154 -3.54987  0.3327
H -0.71077 0.36386 -4.73596  0.5622
H -0.85613 -0.24640 -3.11468  0.2486
H -1.20583 -2.56454 -4.65908  0.3838
H 0.10480 -1.65594 -5.45952  0.3654
H 1.01644 -1.46225 -2.93683  0.3357
H 1.38017 -2.78710 -4.00960  0.3741
H -0.34550 -4.20846 -3.04888  0.4127
H 0.82106 -3.66981 -1.86367  0.3679
H -1.36360 -3.69100 -0.91975  0.5509
H -2.03617 -2.62558 -2.12395  0.1542
H 0.32881 -1.50760 -0.64346  -0.0699
H -1.19651 -0.74662 -1.08872  0.1969
H -0.94690 -2.73607 1.16437  0.5018
H -2.40734 -1.91327 0.62971  0.3922
H -0.76856 0.26766 0.99174  0.4758
H -1.87004 -0.32277 2.20115  0.5318
H -0.15190 -0.71569 3.60998  0.3893
H 0.47164 -1.89992 2.50684  0.6125
H 1.14905 0.71446 1.50794  0.6749
H 6.71720 -1.67614 1.17047  0.3197
H 7.33863 -0.36590 3.35060  0.3632
H 4.13261 1.39269 3.74357  0.3537
H 2.34167 2.88923 2.19113  0.2264
H 1.93360 -0.63702 4.92565  0.4622
H 0.65380 0.55440 5.10458  0.5711
H 3.22359 2.30182 5.57538  0.1515
N -0.03917 3.06823 11.88835  0.0469
C 0.01793 1.85425 11.26089  -0.8053
C 0.56253 2.04830 10.01919  -0.0788
C 0.84521 3.43611 9.89578  -0.2944
C 0.46341 4.03728 11.06539  -0.6746
H -0.39681 3.22465 12.81209  0.1885
H -0.33090 0.96078 11.74925  0.3777
H 0.73870 1.28498 9.28529  0.4630
H 1.27948 3.93399 9.04531  0.3893
H 0.50714 5.06550 11.38023  0.3877
N 6.17919 -3.87730 3.20568  0.0795
C 5.40920 -4.62112 4.06196  -0.4249
C 5.28073 -5.87180 3.52392  -0.5124
C 6.00318 -5.88805 2.29934  -0.5411
C 6.54967 -4.64646 2.13054  -0.2884
H 6.43873 -2.92197 3.35916  0.1502
H 5.02546 -4.19883 4.97482  0.4227
H 4.73418 -6.68998 3.96091  0.4116
H 6.11268 -6.71986 1.62469  0.4109
H 7.16978 -4.25174 1.34234  0.3166